No. 1
ORCA calculation (ωB97M-V/def2-TZVPD) on a structure of composition C28H74FFeO10.

The value obtained for the frontier orbital gap (alpha / beta) is 9.553 / 8.535 eV. Its total energy is -87815.779 eV. The calculation puts the HOMO energy (alpha / beta) at -0.341 / -0.337 Ha. The value obtained for the energy relative to the best compared isomer or geometry (same formula, charge and spin) is 0.0 kJ/mol. Its spin multiplicity is 6.

```
114
Properties=species:S:1:pos:R:3:mulliken_spin:R:1
C -4.3330 -2.1248 -1.5488 -0.001
C 2.1958 -4.6279 0.0830 -0.011
O 0.6850 -1.6876 -1.4254 0.251
H 1.2184 0.3420 0.3147 0.003
H 3.8096 0.9559 0.5822 0.000
H 0.0874 -4.0909 0.4459 0.002
H -1.6887 4.4166 0.9008 0.000
H -1.2314 2.6928 -2.8536 0.000
H -3.6233 -2.9500 -1.6402 0.000
O 1.9483 -1.1028 4.7291 0.000
H -0.7032 -1.3403 4.6741 0.000
H -0.1812 0.9142 -0.5895 0.000
H 1.3181 3.0422 5.2411 0.000
H -4.8840 3.3845 4.0318 0.000
H -2.4251 0.8911 2.8785 0.000
O -6.0113 -0.9950 -2.9193 0.000
H -5.1349 -2.4594 -0.8890 0.000
C 1.1971 -3.1315 3.6524 0.001
C 3.6423 -0.2195 -1.2461 -0.017
H -3.3569 2.6190 4.4770 0.000
C -3.6690 -0.9126 -3.6555 0.001
H -1.8046 6.4992 0.6480 0.000
H -3.8876 -1.2774 -1.0188 0.001
H -0.9079 -4.6209 -5.4993 0.000
C 4.6957 0.5260 -2.0514 0.003
C -0.7163 4.9007 1.0863 0.000
H 1.0449 -0.2293 -4.3890 0.000
H 2.5364 -3.9735 0.9034 0.010
O -5.0919 2.3354 1.5676 0.000
C 2.9199 2.4056 4.3579 0.000
H -4.9826 -2.6021 -3.4968 0.000
C -1.7274 -4.0035 -2.8637 0.002
H 1.5778 3.1043 -3.8526 0.000
H 4.6244 0.2912 -3.1126 -0.001
H -1.5410 -3.9220 -1.7901 -0.002
O 0.5151 0.5396 -4.6666 0.001
H -1.1042 5.6344 3.0643 0.000
H 1.2328 1.7453 3.1615 0.000
H -4.7394 1.6167 4.2272 0.000
C -4.2514 2.5161 3.8467 0.000
H -2.7116 -3.5775 -3.0654 0.001
H 4.4941 1.5966 -1.9544 0.000
H 2.8011 -1.5526 4.6631 0.000
C -0.9695 -3.5748 -5.1919 0.000
C -0.6705 -3.3249 -3.7211 -0.020
H -0.3010 -2.9876 -5.8296 -0.001
O 2.3852 -4.0701 -1.1599 0.214
C 0.7403 -4.9626 0.3476 0.007
H -0.6343 -2.2538 -3.5472 0.014
O -0.8878 6.2359 0.5654 0.000
C -4.7640 -1.6814 -2.9424 0.000
C 3.8318 -0.0798 0.2396 0.009
H 2.3944 1.6092 -3.3516 0.000
C 0.2773 1.3380 -3.4946 0.005
C 1.4936 2.2166 -3.2288 0.000
C 0.1645 0.1514 0.1111 0.011
H 0.6176 -4.8371 -3.5889 0.005
H -0.3935 0.3140 1.0379 -0.004
C -3.8687 2.4236 2.3733 0.000
H 3.0418 -0.5575 0.8303 -0.006
H 4.7370 3.1232 5.2575 0.000
H 1.6489 -1.3446 2.6513 0.002
H 0.8456 -3.4700 4.6326 0.000
H -0.1347 3.9270 -0.7186 0.000
H -3.9095 -0.7659 -4.7072 0.000
H -0.2316 -1.9723 0.4055 0.017
H 2.9088 1.4831 4.9521 0.000
H 1.5349 2.5308 -2.1741 0.000
H -5.9848 -0.2488 -2.3054 0.000
H -1.1847 -1.2093 -0.8114 0.031
H -0.1256 0.0661 3.7701 0.000
H 5.7221 0.3480 -1.7190 0.000
C 4.3615 2.8199 4.2829 0.000
H -3.5645 0.0448 -3.1351 0.000
C -0.9906 2.1146 -3.7498 0.000
O 0.6270 -3.8962 -3.3837 0.036
H 0.1691 0.5934 -2.6978 -0.005
H 4.9347 1.9820 3.8821 0.000
O 2.1511 3.4558 4.9854 0.000
O 3.6441 -1.6337 -1.6124 0.043
H 1.2427 4.6008 0.0923 0.000
Fe 2.0086 -2.6725 -2.3569 4.289
H 2.7646 -5.5654 0.1684 0.006
H -1.8180 1.4242 -3.9180 0.000
H -5.5502 3.1804 1.5994 0.000
C 0.2841 4.1133 0.2729 0.000
C -0.1559 -1.2387 -0.4194 -0.012
H 4.5135 3.6696 3.6107 0.000
H -1.7634 -5.0769 -3.0803 0.000
C -3.0500 1.2026 2.0401 -0.001
H 2.1294 3.0295 2.4463 0.000
C 2.2518 2.1082 3.0241 0.000
H 2.8901 1.4449 2.4372 0.000
H 0.6343 5.2967 2.6973 0.000
H -0.9488 2.8261 -4.5728 0.000
H 2.6819 0.1918 -1.5583 0.006
H -2.6963 -1.4102 -3.6381 0.000
H 4.7570 -0.5600 0.5810 0.000
H 2.2146 -3.5391 3.5982 -0.001
H -2.4796 1.2469 1.1140 0.000
H 0.2967 -5.5895 -0.4360 -0.001
C -0.1750 -1.0238 3.7769 0.002
H 0.3997 3.1119 0.6926 0.000
H 0.6159 -3.5785 2.8465 0.000
H -3.7358 0.3654 1.8724 0.000
C -0.3968 4.9660 2.5723 0.000
F 2.0033 -1.6197 -3.9207 0.109
H -1.9596 -3.1877 -5.4484 0.000
H -0.7789 -1.2991 2.9052 -0.001
H -0.5081 4.0034 3.0820 0.000
H 4.4447 -2.0560 -1.2772 0.004
C 1.1982 -1.6111 3.6171 -0.004
H 0.5973 -5.5824 1.2424 -0.001
H -3.3642 3.3542 2.0734 0.000
```

---

No. 2
ORCA calculation (ωB97M-V/def2-TZVPD) on a structure of composition C28H76AsF6O26S10.

The net charge is -1. The value obtained for the frontier orbital gap is 9.124 eV. Its total energy is -268995.326 eV. The calculation puts the HOMO energy at -0.282 Ha. The value obtained for the energy relative to the best compared isomer or geometry (same formula, charge and spin) is 237.6 kJ/mol. Its spin multiplicity is 1.

```
147
Properties=species:S:1:pos:R:3:lowdin_charge:R:1
C -10.9091 -3.1159 -1.1519 -0.076
H 3.9736 2.3168 0.9549 0.076
H -1.4380 5.8822 0.0508 0.113
O -9.1281 -2.2591 2.1540 -0.349
H 0.5461 -5.2184 6.1653 0.117
H 3.8100 -4.7877 -2.2810 0.075
O 5.2884 -3.2902 -4.3189 -0.281
H 8.6102 0.9417 4.8833 0.067
H -2.0975 2.0916 4.0877 0.068
O -5.6580 -5.9502 -1.5896 -0.605
H -0.9522 4.4921 2.6389 0.071
H -0.5422 -4.0659 4.4478 0.074
H -2.7816 1.4193 7.0521 0.105
H 2.3192 -4.3265 -3.1499 0.082
H -3.2676 -7.3126 -2.6268 0.045
H -0.3093 5.5384 3.9751 0.063
H -8.1005 -0.3401 -3.8355 0.042
H -0.0533 3.4307 -4.8767 0.116
F -0.7061 -1.9501 -0.9664 -0.289
H -8.9296 -0.2740 -5.2713 0.052
H -2.3529 -5.9616 -3.3885 0.047
O 10.4015 -0.8391 -1.4977 -0.301
F -1.2603 -0.8470 1.1639 -0.311
H 9.1742 0.7158 -3.5362 0.059
O 8.1185 0.2406 -1.2061 -0.277
H -3.0704 3.0374 5.0937 0.066
O 0.5536 0.1207 7.1919 -0.307
O -7.2612 1.3884 -6.7095 -0.601
C -9.4891 -3.2068 -0.6663 -0.306
H -2.8999 4.0328 0.3647 0.088
H -5.3757 -3.0830 -2.6653 0.043
O 6.3664 3.2372 3.0945 -0.275
S 0.0106 1.4029 7.6819 0.668
H -5.2395 -4.3714 -4.0049 0.049
O -9.1425 -1.8317 -0.4488 -0.288
C -8.4962 0.3993 -4.5318 -0.262
H 0.8857 3.6826 7.7882 0.074
S 9.7531 0.4530 -1.3002 0.645
H 1.7135 -5.8950 5.0203 0.107
O -0.6506 7.4660 -6.5516 -0.299
C -2.4854 6.0552 0.2982 -0.298
O 6.6325 -1.4716 -5.5557 -0.306
H 1.1874 3.8789 -5.8065 0.106
H 1.8775 2.4136 8.6764 0.071
H -11.2100 -4.1364 -1.3889 0.078
C -0.5000 5.4473 2.9058 -0.106
O 8.0257 3.9107 4.8567 -0.311
H 4.5856 -0.6788 -3.7128 0.060
O -2.6934 6.1259 1.7131 -0.278
H 2.3396 3.7002 -3.5567 0.076
H 3.4337 -3.0991 -2.6531 0.073
F 0.0331 1.2127 0.3839 -0.299
H -3.8040 -6.4428 -4.0747 0.041
O 1.5251 -8.2315 4.2346 -0.312
C -3.2013 4.8766 -0.2559 -0.072
S -0.1208 6.0939 -6.6259 0.675
C 0.4192 -4.4768 4.1397 -0.059
H -11.0094 -2.5628 -2.0858 0.078
O 0.0093 5.5145 -5.0402 -0.279
C 8.1015 1.3222 3.9975 -0.085
C 4.7896 2.9667 1.2709 -0.043
O 6.1174 2.4186 5.4814 -0.313
S -1.5884 6.8552 2.7341 0.647
H -8.7796 -3.7870 -1.2563 0.118
S 0.2645 -8.2005 4.9741 0.673
H 2.1805 5.4108 -4.0054 0.081
O -0.8262 7.8744 2.0142 -0.309
H 5.8677 -1.8051 0.4091 0.092
O -8.6807 0.1223 1.0974 -0.320
S -4.3326 -5.2463 -1.9422 0.841
F -1.9567 0.2843 -0.8179 -0.356
H 4.8893 1.8226 3.1757 0.112
H 9.0962 2.2972 -2.6358 0.063
S 7.1018 2.8238 4.4868 0.660
S 5.3185 -2.1066 -5.5173 0.695
H -1.8399 5.2575 -8.1223 0.078
C -6.7408 -1.7867 0.8435 -0.077
C 0.6692 4.2456 -4.9204 -0.291
C 1.2930 2.6716 7.7933 -0.112
C -3.3358 -6.3314 -3.0966 -0.250
H 0.2419 -4.7332 3.0952 0.088
H -6.7901 -2.8731 0.9168 0.061
H -2.0774 5.1405 -6.2400 0.073
As -0.3080 -0.3903 -0.2792 0.835
H -6.2365 -1.3584 1.7097 0.066
C 5.0499 2.8370 2.8104 -0.263
H 6.6136 -0.3770 0.9308 0.069
H 1.3706 -7.8569 7.0880 0.063
C -5.7720 1.0098 -4.5195 -0.262
C -2.7827 1.9989 4.9303 -0.054
C 1.6303 4.5033 -3.7568 -0.056
H 7.4145 0.6482 3.4859 0.053
H -1.1292 3.9867 -7.2073 0.068
F 0.4521 0.0341 -1.7919 -0.283
C 0.6737 -5.5951 5.1504 -0.285
O -0.8821 2.0523 6.4640 -0.285
O 1.0816 5.7715 -7.3629 -0.301
H 4.2118 0.0282 -5.2869 0.065
O -0.3218 -6.6370 5.0005 -0.265
O -0.8576 -9.0679 4.5875 -0.307
H -4.2714 4.9957 -0.4255 0.080
H -2.7094 7.0030 -0.1913 0.122
H 10.7415 1.6315 -3.1613 0.066
H -5.9379 0.9658 -3.4431 0.045
H 0.3507 5.6307 2.2494 0.070
O -0.8119 1.5169 8.8945 -0.317
H -2.0277 0.2441 6.0581 0.113
O 10.1303 1.3789 -0.2783 -0.293
H 1.9348 2.5418 6.9218 0.067
H -9.3403 0.9497 -4.1162 0.036
H -11.5141 -2.7362 -0.3286 0.088
H 4.5990 -5.2766 -4.2730 0.116
H 4.5596 4.0014 1.0165 0.070
H -2.8761 4.5427 -1.2412 0.080
H 0.7978 -9.5074 7.0037 0.072
O -2.2215 7.1914 3.9725 -0.274
H 7.6117 -1.8061 -1.5954 0.126
H -6.3919 -1.3366 -0.0859 0.064
H -5.5026 0.0691 -4.9997 0.056
C -4.8193 -3.9065 -3.1130 -0.256
C 6.4035 -0.9390 0.0208 -0.069
C 9.7011 1.4313 -2.9051 -0.078
H 1.1402 4.7238 -2.8085 0.076
S -8.5628 -1.3457 1.0717 0.749
C -2.1224 1.3220 6.1894 -0.228
H 8.4275 -1.4323 -0.1667 0.103
H 1.1598 -3.6955 4.3105 0.084
S -7.3439 1.6673 -5.1946 0.851
H 5.6902 -0.3288 -0.5332 0.080
H -9.4694 -3.8773 0.1929 0.112
H -4.9574 1.6972 -4.7474 0.044
C 7.6217 -1.0610 -0.7999 -0.280
H 3.5502 -4.1619 -5.1590 0.106
H 5.6160 2.7219 0.6037 0.068
O 4.6626 -2.6456 -6.7236 -0.320
H -3.7131 1.5553 4.5759 0.073
C 3.3828 -4.1207 -3.0298 -0.068
C -1.4575 5.0231 -7.1289 -0.125
C 4.2090 -4.2590 -4.2961 -0.270
C 4.1798 -0.8910 -4.7020 -0.097
H 3.1851 -1.3312 -4.6317 0.068
H 8.8611 1.7088 3.3180 0.062
C 0.5415 -8.4787 6.7502 -0.117
H -0.3814 -8.0648 7.1564 0.067
H 4.4068 3.5080 3.3799 0.118
H -3.8586 -3.5108 -3.4425 0.043
F 1.1769 -1.0320 0.4601 -0.294
```